{"formula": "C44H55N5OZr", "method": "wB97M-V/def2-TZVPD", "elements": ["Zr", "C", "C", "C", "C", "C", "C", "C", "N", "C", "C", "C", "C", "C", "C", "C", "C", "C", "C", "N", "C", "C", "C", "N", "C", "C", "C", "C", "C", "C", "C", "C", "C", "C", "C", "C", "C", "C", "N", "C", "C", "H", "H", "H", "H", "H", "H", "H", "H", "H", "H", "H", "H", "H", "H", "H", "H", "H", "H", "H", "H", "H", "H", "H", "H", "H", "H", "H", "H", "H", "H", "H", "H", "H", "H", "H", "H", "H", "H", "H", "H", "H", "H", "H", "H", "O", "C", "C", "C", "C", "C", "C", "C", "C", "N", "H", "H", "H", "H", "H", "H", "H", "H", "H", "H", "H"], "positions_angstrom": [[-0.2254, -0.1209, -0.0875], [2.6415, 0.1776, -5.8509], [1.4348, -0.7213, -5.5679], [0.6523, -0.2246, -4.3935], [-0.4280, 0.6131, -4.4022], [-1.1589, 1.1607, -5.5870], [-2.4571, 0.4036, -5.8709], [-0.7514, 0.8926, -3.0347], [0.0959, 0.1936, -2.1871], [0.9863, -0.4681, -3.0203], [2.0275, -1.2594, -2.5774], [2.3812, -1.4952, -1.2613], [3.4076, -2.4033, -0.8314], [4.3230, -3.1596, -1.7422], [5.4935, -2.2873, -2.2032], [3.4233, -2.3674, 0.5321], [2.4221, -1.4206, 0.9388], [2.1779, -1.0286, 2.2412], [1.2989, -0.0429, 2.6584], [0.4326, 0.6328, 1.8135], [-0.1684, 1.6042, 2.5983], [-1.0660, 2.5424, 2.1229], [-1.5116, 2.6687, 0.8213], [-1.1082, 1.8717, -0.2327], [-1.8334, 2.3095, -1.3220], [-1.6876, 1.8171, -2.6096], [-2.7083, 3.3881, -0.9464], [-2.4931, 3.6233, 0.3801], [-3.1441, 4.6522, 1.2486], [-4.3299, 4.0931, 2.0367], [-3.5946, 4.1503, -1.8805], [-2.8386, 5.2546, -2.6226], [0.2865, 1.4961, 3.9505], [1.1832, 0.4621, 3.9918], [1.9845, -0.0077, 5.1644], [3.3480, 0.6833, 5.2434], [-0.1795, 2.3536, 5.0838], [-1.5321, 1.8969, 5.6339], [1.7778, -0.8997, -0.1716], [4.2838, -3.1599, 1.4629], [3.5580, -4.3901, 2.0107], [3.2038, -0.1812, -6.7114], [3.3157, 0.2123, -4.9934], [2.3210, 1.1995, -6.0563], [1.7604, -1.7496, -5.3929], [0.7842, -0.7655, -6.4418], [-0.5057, 1.1159, -6.4591], [-1.3668, 2.2222, -5.4324], [-2.2558, -0.6460, -6.0885], [-2.9768, 0.8308, -6.7269], [-3.1345, 0.4381, -5.0152], [2.6215, -1.7523, -3.3359], [3.7684, -3.5363, -2.6051], [4.6945, -4.0452, -1.2252], [5.1403, -1.4044, -2.7392], [6.1599, -2.8394, -2.8641], [6.0746, -1.9378, -1.3492], [2.7846, -1.4933, 3.0076], [-1.4638, 3.2455, 2.8430], [-2.3019, 2.2751, -3.3736], [-3.4699, 5.4863, 0.6255], [-2.4050, 5.0744, 1.9334], [-5.0991, 3.7090, 1.3652], [-4.7808, 4.8647, 2.6585], [-4.0181, 3.2748, 2.6902], [-4.4183, 4.5833, -1.3107], [-4.0601, 3.4674, -2.5956], [-2.4055, 5.9690, -1.9219], [-3.5053, 5.7973, -3.2910], [-2.0213, 4.8464, -3.2198], [2.1157, -1.0913, 5.1136], [1.4195, 0.1755, 6.0798], [3.9413, 0.4882, 4.3485], [3.9103, 0.3305, 6.1064], [3.2323, 1.7639, 5.3323], [-0.2360, 3.3954, 4.7602], [0.5690, 2.3346, 5.8768], [-2.2991, 1.9066, 4.8556], [-1.8684, 2.5472, 6.4398], [-1.4691, 0.8800, 6.0241], [4.6223, -2.5256, 2.2857], [5.1913, -3.4649, 0.9405], [2.6547, -4.1046, 2.5546], [4.1976, -4.9506, 2.6907], [3.2608, -5.0565, 1.1995], [-2.5676, -0.4917, 0.0399], [-3.2189, -0.3969, 1.3561], [-3.1038, -1.7078, 2.0887], [-1.6586, -2.1879, 2.3077], [-1.1561, -3.0381, 1.1719], [-1.2555, -4.4202, 1.2422], [-0.9058, -5.1972, 0.1521], [-0.4644, -4.5704, -1.0025], [-0.3567, -3.1967, -0.9986], [-0.6802, -2.4412, 0.0636], [-3.0524, 0.0787, -0.5730], [-4.2577, -0.1189, 1.1866], [-2.7373, 0.4148, 1.9084], [-3.6818, -2.4790, 1.5760], [-3.5808, -1.5534, 3.0592], [-1.6148, -2.7842, 3.2185], [-0.9961, -1.3351, 2.4974], [-1.6186, -4.8738, 2.1545], [-0.9851, -6.2750, 0.2020], [-0.2001, -5.1269, -1.8899], [0.0060, -2.6729, -1.8739]], "mulliken_charge": [1.4676, -1.1291, -1.2732, 0.5834, 0.4986, -1.2721, -1.1652, -0.1407, -0.3782, -0.3420, -0.4027, 0.3494, 0.4594, -1.3361, -1.1716, 0.4879, 0.3541, -0.6235, -0.3637, -0.1948, -0.0455, -0.7512, 0.0815, -0.1045, -0.0960, -0.4881, 0.7558, 0.4438, -1.2751, -1.0315, -1.2519, -1.1447, 1.0225, 1.0331, -1.5183, -1.1618, -1.2488, -1.0679, -0.5494, -1.1897, -1.1158, 0.4135, 0.2655, 0.3278, 0.4472, 0.4900, 0.4443, 0.4473, 0.3372, 0.4040, 0.2911, 0.5866, 0.4469, 0.4976, 0.2648, 0.4210, 0.3297, 0.4832, 0.5182, 0.6026, 0.4133, 0.4859, 0.3153, 0.4144, 0.1784, 0.5085, 0.4372, 0.3343, 0.4148, 0.2845, 0.4564, 0.5018, 0.2878, 0.4096, 0.3368, 0.4955, 0.4161, 0.1850, 0.4178, 0.3125, 0.4791, 0.4519, 0.2497, 0.4257, 0.3299, -0.4474, -0.0370, -1.0976, 0.1138, 0.6150, -0.8286, -0.5490, -1.1336, -0.1775, 0.8431, 0.3092, 0.5949, -0.1261, 0.4089, 0.4776, 0.7612, -1.0196, 0.5757, 0.4874, 0.5632, 0.4013], "largest_force_ev_per_a": 0.6, "homo_lumo_gap_ha": 0.211, "lumo_energy_ha": -0.2412, "total_charge": 2, "e_tot_ev": -57292.7242}